[1]
22
Properties=species:S:1:pos:R:3:mulliken_charge:R:1 method="wB97M-V/def2-TZVPD" energy_ev=-29575.3301 gap_ev=8.44 charge=+1 e_homo_ev=-12.0 relative_energy_ev=2.041
N -2.507 0.984 -0.596 -0.356
C -1.568 0.083 0.262 -0.487
C -0.696 0.888 1.218 -0.706
S 0.448 1.975 0.177 -0.081
S 1.650 0.598 -0.543 -0.036
C 2.708 -0.091 0.741 -0.457
C 2.567 -1.543 0.898 -1.058
H -1.925 1.524 -1.377 0.395
H -3.280 0.458 -1.006 0.360
H -2.905 1.674 -0.041 0.298
H -0.928 -0.527 -0.350 0.323
H -2.273 -0.459 0.849 0.441
H -0.080 0.269 1.859 0.323
H -1.410 1.678 1.663 0.365
H 3.830 0.223 0.510 0.297
H 2.662 0.491 1.530 0.466
H 3.040 -2.096 1.776 0.361
H 2.998 -2.168 0.082 0.309
H 1.612 -1.962 1.240 0.241
H -2.126 -0.476 -2.926 0.283
H -0.618 -0.944 -3.318 0.297
O -1.198 -0.579 -2.649 -0.578

=====

[2]
18
Properties=species:S:1:pos:R:3:mulliken_charge:R:1 method="wB97M-V/def2-TZVPD" energy_ev=-9803.4321 gap_ev="7.07 / 7.51" e_homo_ev="-6.3 / -6.5" relative_energy_ev=4.569
C -1.507 -1.404 -0.021 -0.611
N -0.829 -2.342 -0.761 -0.333
H -1.212 -3.265 -0.885 0.195
H 0.161 -2.168 -0.888 0.240
H -1.374 -0.360 -0.362 0.194
H -2.531 -1.695 0.209 0.375
H -0.238 -0.402 0.885 0.146
C 0.653 0.370 0.525 0.315
N 1.671 -0.547 0.055 -0.526
N -0.385 2.477 -0.198 -0.526
C 0.128 1.212 -0.518 -0.593
O 0.988 1.062 1.737 -0.579
H 1.496 1.848 1.494 0.344
H 2.440 -0.070 -0.399 0.228
H 2.023 -1.102 0.826 0.218
H -1.024 2.862 -0.879 0.241
H -0.760 2.543 0.740 0.227
H 0.300 0.982 -1.559 0.446

=====

[3]
99
Properties=species:S:1:pos:R:3:mulliken_charge:R:1 method="wB97M-V/def2-TZVPD" energy_ev=-64293.0747 gap_ev=5.40 charge=-1 e_homo_ev=-3.3 relative_energy_ev=0.000
Be 0.106 0.236 -0.293 0.595
C 4.420 1.224 3.847 -0.869
C 4.314 -0.215 3.333 -1.210
C 3.619 -0.287 2.010 0.478
C 4.164 -0.425 0.774 0.540
C 5.602 -0.630 0.414 -1.348
C 5.967 -2.113 0.295 -1.094
C 3.053 -0.397 -0.156 -0.211
N 1.873 -0.221 0.489 0.011
C 2.189 -0.182 1.805 0.065
C 1.256 -0.174 2.824 -0.465
C -0.102 -0.209 2.641 -0.320
C -1.042 -0.256 3.742 0.994
C -0.673 -0.328 5.189 -1.323
C -0.329 -1.748 5.646 -1.232
C -2.275 -0.227 3.185 0.546
C -2.066 -0.125 1.751 0.262
C -3.113 0.093 0.872 -0.366
C -2.955 0.256 -0.484 0.003
N -1.772 0.157 -1.131 0.058
C -2.080 0.234 -2.452 0.066
C -1.180 0.043 -3.474 -0.616
C 0.164 -0.256 -3.285 0.320
N 0.821 -0.239 -2.100 0.153
C 2.113 -0.563 -2.410 -0.176
C 3.169 -0.583 -1.522 -0.139
C 2.272 -0.800 -3.829 0.479
C 1.048 -0.601 -4.381 0.209
C 0.633 -0.752 -5.811 -1.204
C -0.141 -2.048 -6.072 -1.086
C 3.540 -1.232 -4.496 -1.205
C 3.863 -2.709 -4.251 -1.050
C -3.508 0.452 -2.650 0.506
C -4.057 0.466 -1.415 0.431
C -5.498 0.613 -1.037 -1.232
C -6.208 -0.738 -0.909 -1.118
C -4.182 0.645 -3.971 -1.171
C -3.945 2.044 -4.550 -1.175
N -0.747 -0.127 1.436 -0.206
C -3.608 -0.264 3.862 -1.186
C -4.322 -1.608 3.695 -1.174
H 4.949 1.272 4.801 0.451
H 3.426 1.653 3.979 -0.036
H 4.953 1.845 3.124 0.285
H 3.780 -0.824 4.068 0.426
H 5.313 -0.652 3.246 0.397
H 6.236 -0.159 1.170 0.496
H 5.827 -0.123 -0.528 0.443
H 5.794 -2.624 1.244 0.311
H 7.014 -2.247 0.016 0.373
H 5.344 -2.601 -0.457 0.210
H 1.624 -0.172 3.842 0.309
H -1.498 0.060 5.792 0.492
H 0.172 0.338 5.383 0.321
H -1.181 -2.414 5.498 0.274
H -0.054 -1.770 6.703 0.405
H 0.504 -2.147 5.065 0.269
H -4.112 0.150 1.282 0.361
H -1.553 0.064 -4.490 0.371
H 4.156 -0.783 -1.921 0.368
H 1.520 -0.731 -6.449 0.361
H 0.022 0.104 -6.113 0.386
H 0.486 -2.915 -5.852 0.268
H -0.465 -2.115 -7.113 0.375
H -1.021 -2.109 -5.431 0.281
H 4.372 -0.614 -4.147 0.398
H 3.462 -1.056 -5.572 0.353
H 3.967 -2.909 -3.183 0.231
H 4.791 -3.001 -4.748 0.389
H 3.057 -3.342 -4.626 0.258
H -6.010 1.226 -1.784 0.455
H -5.577 1.156 -0.092 0.410
H -6.152 -1.288 -1.850 0.303
H -7.260 -0.612 -0.644 0.375
H -5.729 -1.349 -0.142 0.234
H -5.256 0.476 -3.858 0.412
H -3.828 -0.107 -4.682 0.412
H -4.343 2.805 -3.877 0.313
H -4.425 2.158 -5.524 0.374
H -2.877 2.235 -4.665 0.273
H -4.243 0.538 3.473 0.336
H -3.476 -0.056 4.927 0.365
H -4.470 -1.839 2.639 0.226
H -5.298 -1.604 4.187 0.413
H -3.724 -2.413 4.126 0.291
Cl -0.285 4.105 5.279 -0.332
C -0.099 3.576 3.611 0.401
C -1.221 3.354 2.827 -0.989
C -1.069 2.924 1.521 -0.209
C 0.195 2.664 0.951 -0.612
C 0.347 2.084 -0.358 -0.988
C 1.306 2.950 1.774 -0.126
C 1.165 3.396 3.078 -0.915
H -2.209 3.509 3.242 0.409
H -1.953 2.735 0.922 0.529
H 1.343 2.155 -0.790 0.691
H -0.462 2.243 -1.067 0.671
H 2.304 2.792 1.377 0.383
H 2.037 3.599 3.689 0.528

=====

[4]
93
Properties=species:S:1:pos:R:3:mulliken_charge:R:1 method="wB97M-V/def2-TZVPD" energy_ev=-144335.8513 gap_ev="5.57 / 5.48" charge=+4 e_homo_ev="-18.6 / -18.6" relative_energy_ev=0.000
C 6.881 -3.915 2.474 -0.326
C 6.454 -3.296 1.279 0.532
C 7.338 -3.320 0.179 -0.332
C 8.577 -3.944 0.320 -0.387
N 8.952 -4.520 1.459 0.058
C 8.140 -4.514 2.514 -0.401
C 5.146 -2.655 1.185 -0.061
C 4.072 -2.130 1.109 -0.708
C 2.776 -1.495 1.014 1.037
C 1.652 -2.138 1.548 -0.997
C 0.406 -1.538 1.453 -0.434
C 0.349 -0.299 0.846 0.275
C 1.427 0.377 0.293 -0.812
C 2.663 -0.241 0.390 -0.989
Sn -1.556 0.793 0.644 1.289
P -2.339 -1.068 -0.939 0.828
H 7.061 -2.859 -0.764 0.452
H 6.241 -3.927 3.351 0.463
H 9.278 -3.975 -0.520 0.416
H 8.492 -4.999 3.429 0.420
H 3.529 0.251 -0.022 0.556
H 1.736 -3.101 2.029 0.590
H 1.307 1.354 -0.184 0.648
H -0.475 -2.029 1.863 0.756
C -3.812 -0.304 -1.680 -0.780
C -4.348 -0.958 -2.936 -1.348
H -3.571 0.752 -1.883 0.497
H -4.570 -0.276 -0.885 0.401
H -5.363 -0.596 -3.126 0.395
H -3.741 -0.696 -3.808 0.316
H -4.393 -2.047 -2.849 0.316
C -1.083 -1.382 -2.211 0.305
C -0.690 -2.840 -2.412 -1.557
H -0.185 -0.784 -1.971 -0.032
H -1.498 -0.946 -3.134 0.275
H 0.084 -2.907 -3.186 0.436
H -0.269 -3.288 -1.500 0.316
H -1.529 -3.463 -2.744 0.349
C -2.725 -2.557 -0.008 -0.183
C -3.734 -3.481 -0.677 -1.401
H -3.101 -2.240 0.980 0.287
H -1.771 -3.076 0.170 0.394
H -3.842 -4.394 -0.081 0.433
H -4.727 -3.020 -0.737 0.383
H -3.435 -3.794 -1.685 0.247
Br -3.961 1.883 0.509 -0.301
P 1.006 2.876 -4.467 0.406
C -0.056 1.362 -4.663 0.328
C -0.959 1.368 -5.892 -1.354
H -0.644 1.243 -3.740 -0.389
H 0.642 0.512 -4.720 0.497
H -1.292 0.350 -6.134 0.371
H -1.861 1.974 -5.742 0.372
H -0.437 1.759 -6.774 0.419
C 0.188 3.771 -3.065 0.074
C 0.412 5.280 -3.046 -1.272
H 0.605 3.320 -2.152 -0.150
H -0.887 3.538 -3.091 0.480
H -0.383 5.783 -2.482 0.382
H 1.360 5.541 -2.561 0.355
H 0.422 5.714 -4.054 0.360
C 2.452 2.150 -3.543 -0.196
C 3.663 1.842 -4.415 -1.262
H 2.102 1.245 -3.022 0.050
H 2.718 2.892 -2.774 0.512
H 4.572 1.778 -3.804 0.381
H 3.560 0.882 -4.937 0.333
H 3.826 2.620 -5.170 0.373
C -3.172 4.727 2.934 -1.313
C -2.249 3.562 3.081 0.085
O -3.029 2.396 3.455 -0.240
P -2.250 0.986 2.985 0.178
O -3.580 0.059 3.001 -0.161
C -4.044 -0.490 4.239 -0.280
C -4.576 0.521 5.209 -1.114
O -1.124 -0.310 3.458 -0.247
C -0.370 -0.179 4.674 -0.354
C 0.848 0.691 4.527 -0.890
H -3.866 4.573 2.105 0.258
H -2.549 5.592 2.726 0.404
H -3.724 4.891 3.859 0.370
H -1.701 3.388 2.136 0.095
H -1.542 3.659 3.914 0.333
H -4.824 -1.197 3.923 0.338
H -3.193 -1.051 4.634 0.287
H -5.421 1.063 4.782 0.314
H -4.926 -0.026 6.085 0.454
H -3.817 1.234 5.532 0.261
H -1.097 0.224 5.403 0.375
H -0.113 -1.221 4.956 0.360
H 0.586 1.710 4.230 0.224
H 1.338 0.733 5.502 0.449
H 1.544 0.265 3.802 0.125

=====

Calculated M (g/mol), listed in the same order as above: 156.3; 105.1; 667.4; 779.3